This record from the OMol25 dataset describes a gas-phase ion, C4H7NOP (charge +1). The level of theory is the ωB97M-V functional and the def2-TZVPD basis.

Lowest unoccupied orbital energy (alpha / beta) in eV: -6.0 / -6.0
Total charge: +1
SMILES: O=C1CC/[N+]1=C\P
HOMO energy (alpha / beta) in Ha: -0.560 / -0.560
Gap between HOMO and LUMO (alpha / beta) in hartree: 0.3414 / 0.3414

The geometry in XYZ format:
```
14
Properties=species:S:1:pos:R:3:lowdin_charge:R:1
C -0.018 0.697 1.426 -0.37
C -0.262 0.994 -1.047 -0.22
C 0.326 -0.737 1.861 0.01
C 0.387 -1.053 0.332 -0.10
N 0.166 0.326 0.029 -0.02
O -0.151 1.744 1.917 0.23
P -0.198 0.696 -2.817 0.99
H -0.423 1.988 -0.829 0.08
H 1.408 -0.709 2.344 0.18
H -0.371 -1.249 2.557 0.14
H 1.355 -1.470 0.012 0.15
H -0.391 -1.636 0.071 0.10
H -0.445 -0.715 -2.800 -0.05
H -1.385 1.125 -3.056 -0.12
```

This record from the OMol25 dataset describes 2 unconnected molecules or ions with the total composition C4H7NOS. The level of theory is the ωB97M-V functional and the def2-TZVPD basis.

Lowest unoccupied orbital energy in eV: 0.8
SMILES: CSC(C)=O.C#N
HOMO energy in Ha: -0.340
Gap between HOMO and LUMO in hartree: 0.3712

The geometry in XYZ format:
```
14
Properties=species:S:1:pos:R:3:lowdin_charge:R:1
C -1.879 1.098 -0.867 -0.11
C -0.680 -1.870 0.616 -0.08
C 1.828 1.216 -0.303 -0.40
C 0.030 -0.543 0.620 -0.83
N -1.406 0.817 -1.832 0.08
O -0.164 0.365 1.391 -0.03
S 1.263 -0.414 -0.636 0.91
H -0.345 -2.636 -0.143 0.09
H -0.658 -2.234 1.598 0.06
H -1.773 -1.754 0.198 0.12
H 1.600 1.815 -1.163 0.02
H -2.250 1.381 0.137 0.10
H 2.964 1.130 -0.214 0.06
H 1.469 1.630 0.598 0.02
```

This record from the OMol25 dataset describes a single C4H7NOS molecule. The level of theory is the ωB97M-V functional and the def2-TZVPD basis.

Lowest unoccupied orbital energy in eV: -1.0
SMILES: C=C[C@](C)(O)N=S
HOMO energy in Ha: -0.314
Gap between HOMO and LUMO in hartree: 0.2784

The geometry in XYZ format:
```
14
Properties=species:S:1:pos:R:3:lowdin_charge:R:1
C 1.671 0.952 -0.961 0.03
C 1.145 0.101 -0.043 -0.10
C -0.383 -0.204 0.071 -0.81
C -0.641 -1.478 0.849 -0.01
N -0.609 0.816 1.027 -0.42
O -1.083 0.026 -1.059 -0.13
S -1.691 1.865 0.646 0.77
H 2.719 1.251 -1.268 0.07
H 0.989 1.587 -1.596 0.07
H 1.711 -0.401 0.694 0.09
H -0.234 -1.268 1.858 0.10
H -0.161 -2.390 0.300 0.13
H -1.687 -1.611 0.943 0.07
H -1.746 0.754 -1.462 0.15
```

This record from the OMol25 dataset describes 2 unconnected molecules or ions with the total composition C4H7NOS. The level of theory is the ωB97M-V functional and the def2-TZVPD basis.

Lowest unoccupied orbital energy in eV: -0.9
HOMO energy in Ha: -0.318
Gap between HOMO and LUMO in hartree: 0.2844

The geometry in XYZ format:
```
14
Properties=species:S:1:pos:R:3:lowdin_charge:R:1
C 2.761 0.011 -0.332 -0.10
C 1.492 -0.208 0.352 -0.35
C 0.516 -1.477 0.194 -0.05
C -0.592 -0.399 -0.120 -0.72
H 2.804 -0.511 -1.427 0.12
H 3.898 -0.359 0.078 0.15
H 2.847 1.151 -0.432 0.09
H 1.778 -0.171 1.390 0.13
H 0.505 -1.860 1.296 0.14
H 0.880 -2.149 -0.615 0.11
H -1.071 1.699 1.281 0.30
N 0.284 0.581 -0.020 -0.25
O -0.137 1.866 0.022 -0.11
S -2.349 -0.272 -0.136 0.54
```

This record from the OMol25 dataset describes a single C4H7NOS molecule. The level of theory is the ωB97M-V functional and the def2-TZVPD basis.

Lowest unoccupied orbital energy in eV: 0.0
SMILES: O=C[C@H]1NC[C@H]1S
HOMO energy in Ha: -0.335
Gap between HOMO and LUMO in hartree: 0.3348

The geometry in XYZ format:
```
14
Properties=species:S:1:pos:R:3:lowdin_charge:R:1
C 0.106 0.159 0.881 -0.56
C 0.830 1.147 -0.007 -0.28
C 0.486 -0.868 -0.317 -0.31
C -0.740 -1.072 -0.894 -0.29
H -1.881 -0.642 1.720 -0.04
H 0.500 0.234 2.095 0.18
H 1.575 1.644 0.522 0.09
H 0.061 1.755 -0.459 0.10
H 1.001 0.443 -1.729 0.11
H 0.874 -1.677 0.185 0.12
H -1.541 -1.390 -0.094 0.09
N 1.505 0.147 -0.846 0.05
O -1.135 -0.355 -1.937 -0.06
S -1.641 0.475 0.880 0.80
```

This record from the OMol25 dataset describes a molecular structure, C4H7NOS. The level of theory is the ωB97M-V functional and the def2-TZVPD basis.

Lowest unoccupied orbital energy in eV: 0.6
HOMO energy in Ha: -0.310
Gap between HOMO and LUMO in hartree: 0.3322

The geometry in XYZ format:
```
14
Properties=species:S:1:pos:R:3:lowdin_charge:R:1
C 0.158 -0.466 1.776 -0.71
C -0.637 0.135 -0.426 -0.36
C -1.372 1.093 -1.354 -0.17
C 0.594 0.719 -1.060 -0.22
H 0.508 -0.038 2.933 0.15
H -1.256 0.882 1.485 0.12
H -0.841 -0.979 -0.721 0.15
H -1.858 1.965 -0.731 0.15
H -1.968 0.615 -2.282 0.17
H 1.345 1.316 -0.346 0.16
H 1.151 -0.055 -1.697 0.13
N -0.736 0.178 1.032 -0.06
O -0.179 1.467 -1.968 -0.13
S 1.066 -1.598 1.017 0.63
```

Computed ΔE to the lowest compared entry with this formula, charge and spin, in the same sequence as the records: 0.0 138.7 412.3 654.7 496.1 325.9 kJ/mol.